Entry 1:
C44H44N3OPS4SbTa as an isolated structure at a distorted geometry. Source: the OMol25 dataset; level of theory: ωB97M-V/def2-TZVPD.

Results
Net charge: +1
Kohn-Sham gap (spin up / spin down), eV: 6.21 / 7.03
2S+1: 2
E_LUMO (spin up / spin down), Ha: -0.119 / -0.120
Calculated total energy, eV: -113574.301
Strongest force on any atom, eV/Å: 3.2
Energy above the lowest of the compared OMol25 structures with the same formula, charge and spin, kJ/mol: 339.3

Each line ends with the Löwdin spin population.
Element x y z (Å)
Ta (15.5173, 13.3084, 11.9479)  0.774
S (16.0950, 15.0236, 15.1234)  0.066
Sb (14.1617, 15.7553, 16.4212)  -0.001
S (15.0938, 13.3638, 14.2626)  0.038
S (14.6657, 17.8222, 17.0646)  0.005
C (10.1065, 13.9346, 8.3339)  0.000
C (11.1461, 14.8652, 8.5230)  0.000
C (12.0778, 14.7765, 9.6429)  0.000
C (11.7910, 13.7820, 10.5917)  0.001
C (10.7380, 12.8753, 10.3674)  0.000
C (9.9036, 12.9402, 9.2888)  0.000
P (12.8626, 13.7364, 12.1422)  0.005
C (12.0091, 12.5821, 13.3117)  0.002
C (11.1782, 13.0035, 14.3492)  0.000
C (10.5436, 12.0656, 15.1895)  0.001
C (10.9306, 10.7497, 15.1463)  0.000
C (11.8399, 10.3010, 14.2098)  0.000
C (12.3673, 11.1909, 13.3315)  0.000
C (12.9275, 15.4799, 12.7612)  0.000
C (11.8816, 16.1256, 13.4124)  -0.001
C (12.1045, 17.4563, 13.7836)  0.000
C (13.2119, 18.1512, 13.5186)  0.000
C (14.2995, 17.4800, 12.8744)  0.000
C (15.4811, 18.2019, 12.4626)  0.000
C (16.4866, 17.5415, 11.8530)  0.001
C (16.3634, 16.1390, 11.4832)  0.004
C (15.2364, 15.4537, 11.7580)  0.004
C (14.1287, 16.1546, 12.4945)  0.002
H (9.4108, 13.9895, 7.5430)  0.000
H (11.3159, 15.5938, 7.7151)  0.000
H (12.8844, 15.5197, 9.6605)  0.000
H (10.5722, 12.1205, 11.1566)  0.000
H (9.1854, 12.2117, 9.0635)  0.000
H (10.9443, 14.0524, 14.4137)  0.000
H (9.7000, 12.4146, 15.8210)  0.000
H (10.4048, 9.9732, 15.7270)  0.000
H (12.1726, 9.2365, 14.0844)  0.000
H (13.0314, 10.7935, 12.5511)  0.000
H (10.8675, 15.8179, 13.6569)  0.000
H (11.2576, 17.8610, 14.3398)  0.000
H (13.2714, 19.2448, 13.5663)  0.000
H (15.5429, 19.2564, 12.6735)  0.000
H (17.3521, 18.1953, 11.6011)  0.000
H (17.2347, 15.7250, 10.9449)  0.001
C (18.4197, 12.2823, 16.9149)  0.000
C (19.7795, 12.6240, 16.3399)  0.000
C (20.7664, 11.4789, 16.7489)  0.000
C (20.1467, 13.9351, 17.0683)  0.000
C (19.8319, 12.7322, 14.8561)  0.000
C (21.0656, 12.8572, 14.2377)  0.000
C (21.2173, 12.7941, 12.8623)  0.000
C (20.0340, 12.5964, 12.1210)  0.000
S (19.8688, 12.8558, 10.4278)  0.002
C (18.1468, 12.9667, 10.5589)  0.007
N (17.7538, 12.8208, 11.7993)  0.008
C (18.8229, 12.6747, 12.7209)  0.002
C (18.6658, 12.7199, 14.0902)  0.000
C (17.1931, 13.0569, 9.4073)  0.008
C (17.5677, 13.0232, 8.1046)  -0.001
C (16.6593, 13.1737, 7.0120)  0.009
C (15.3443, 13.3184, 7.3588)  -0.001
C (14.9224, 13.2664, 8.6975)  0.013
C (15.8370, 13.1986, 9.7428)  0.009
H (18.4766, 12.0250, 18.0013)  0.000
H (17.9473, 11.3977, 16.4141)  0.000
H (17.7487, 13.1534, 16.8997)  0.000
H (20.6541, 11.1405, 17.8147)  0.000
H (21.8051, 11.6788, 16.5762)  0.000
H (20.6005, 10.5690, 16.2054)  0.000
H (20.6135, 13.6833, 18.0597)  0.000
H (19.3492, 14.6185, 17.1539)  0.000
H (20.9532, 14.4691, 16.5083)  0.000
H (21.9449, 12.9340, 14.8931)  0.000
H (22.2295, 12.9273, 12.5096)  0.000
H (17.6562, 12.7391, 14.5327)  0.000
H (18.5984, 12.9165, 7.8303)  0.000
H (16.9767, 13.1428, 6.0043)  0.001
H (14.6159, 13.3877, 6.5662)  0.000
H (13.8861, 13.4531, 8.9691)  0.001
C (16.7602, 8.0059, 12.3038)  0.001
N (16.2885, 9.3343, 12.6186)  0.006
C (16.8551, 9.9677, 13.8448)  0.000
C (15.4808, 9.9701, 11.7718)  0.006
O (15.3576, 11.2367, 11.8522)  0.023
N (14.7680, 9.3017, 10.7888)  0.003
C (14.3191, 10.0420, 9.5977)  0.000
C (14.2926, 7.9140, 10.8556)  0.001
H (17.7188, 7.9339, 12.7791)  0.000
H (16.8642, 7.9671, 11.2050)  0.000
H (16.1220, 7.2787, 12.7052)  0.000
H (16.2347, 10.8061, 14.1333)  0.000
H (17.8619, 10.3672, 13.6929)  0.000
H (16.9568, 9.2859, 14.6861)  0.000
H (15.0820, 10.5936, 9.0422)  0.000
H (13.6576, 10.8518, 9.9258)  0.000
H (13.6940, 9.4093, 8.9112)  0.000
H (14.4261, 7.6804, 11.9175)  0.000
H (14.8453, 7.2442, 10.2307)  0.000
H (13.2567, 7.8604, 10.5777)  0.000

Entry 2:
C44H45Cl5LiN7O2SSe as an isolated structure. Source: the OMol25 dataset; level of theory: ωB97M-V/def2-TZVPD.

Results
Net charge: -2
Kohn-Sham gap, eV: 6.82
2S+1: 1
E_LUMO, Ha: 0.141
Calculated total energy, eV: -199889.091
Strongest force on any atom, eV/Å: 0.6
Energy above the lowest of the compared OMol25 structures with the same formula, charge and spin, kJ/mol: 31.9

Each line ends with the Mulliken charge.
Element x y z (Å)
Li (0.3837, 2.1654, 0.3455)  0.489
C (-0.1834, 0.9365, 4.2385)  -1.438
C (0.9662, 0.0429, 3.8650)  1.392
C (1.1364, -1.1975, 4.4632)  -0.931
C (2.2128, -2.0107, 4.1351)  -1.006
C (3.1389, -1.5646, 3.2060)  -0.799
C (3.0039, -0.3213, 2.6015)  1.394
C (4.0287, 0.1788, 1.6271)  -1.434
C (1.9017, 0.4866, 2.9168)  -0.818
N (1.6693, 1.6931, 2.2464)  1.142
C (2.2786, 2.7659, 2.7174)  -0.661
O (3.0644, 2.8765, 3.6805)  -0.862
C (1.8148, 4.0477, 2.0418)  0.426
C (2.3688, 5.2958, 2.3018)  -0.487
C (1.8420, 6.3915, 1.6364)  -0.550
C (0.7742, 6.2369, 0.7635)  -0.237
C (0.2764, 4.9565, 0.5637)  0.259
N (0.8146, 3.9108, 1.1825)  0.032
C (-0.9151, 4.6515, -0.3328)  -0.637
O (-1.4986, 5.6132, -0.8666)  -0.856
N (-1.1660, 3.3558, -0.3984)  0.702
C (-2.3061, 2.9630, -1.1189)  -0.779
C (-2.2825, 2.8606, -2.5158)  1.321
C (-1.0294, 3.2123, -3.2612)  -1.509
C (-3.4129, 2.4069, -3.1820)  -0.617
C (-4.5586, 2.0451, -2.4882)  -0.773
C (-4.5727, 2.1377, -1.1052)  -0.920
C (-3.4593, 2.5964, -0.4108)  1.632
C (-3.4689, 2.7038, 1.0896)  -1.617
H (-0.8575, 0.4342, 4.9361)  0.417
H (-0.7503, 1.2356, 3.3566)  0.075
H (0.1779, 1.8580, 4.7004)  0.316
H (0.4314, -1.5152, 5.2222)  0.431
H (2.3389, -2.9766, 4.6125)  0.392
H (3.9785, -2.1933, 2.9322)  0.274
H (4.8224, -0.5559, 1.4840)  0.424
H (4.4603, 1.1144, 1.9891)  0.318
H (3.5777, 0.3865, 0.6574)  0.200
H (3.1822, 5.3742, 3.0089)  0.539
H (2.2580, 7.3788, 1.8092)  0.389
H (0.3170, 7.0674, 0.2430)  0.546
H (-0.1907, 2.6261, -2.8791)  0.017
H (-0.7858, 4.2693, -3.1222)  0.401
H (-1.1409, 3.0027, -4.3254)  0.362
H (-3.3812, 2.3071, -4.2624)  0.327
H (-5.4247, 1.6673, -3.0206)  0.387
H (-5.4550, 1.8358, -0.5491)  0.274
H (-3.3922, 3.7471, 1.4053)  0.341
H (-4.3848, 2.2761, 1.5042)  0.388
H (-2.6093, 2.1836, 1.5183)  0.134
C (-2.6584, -4.4913, -3.2148)  -1.127
C (-1.3284, -4.0828, -3.8409)  -0.608
C (-0.2368, -3.8223, -2.8072)  1.250
C (0.0459, -5.0546, -1.9531)  -1.260
N (1.2568, -4.9509, -1.1367)  -0.137
C (1.5648, -4.0025, -0.1989)  0.069
S (3.1543, -3.4534, -0.1042)  -0.450
N (0.6332, -3.5351, 0.6404)  0.699
C (-0.7432, -3.9839, 0.7935)  -0.358
C (-1.2779, -3.7097, 2.1950)  -0.584
C (-0.6105, -4.5580, 3.2692)  -0.098
C (-1.2745, -4.3717, 4.6284)  -1.416
H (-3.4507, -4.5299, -3.9638)  0.371
H (-2.9625, -3.7688, -2.4584)  0.092
H (-2.6016, -5.4714, -2.7367)  0.392
H (-1.4703, -3.1775, -4.4357)  0.197
H (-0.9908, -4.8612, -4.5366)  0.554
H (-0.5217, -2.9769, -2.1734)  -0.747
H (0.6889, -3.5230, -3.3090)  0.353
H (0.2062, -5.9191, -2.6048)  0.377
H (-0.8129, -5.2999, -1.3357)  0.191
H (2.0964, -5.1455, -1.6603)  0.340
H (0.9776, -2.8379, 1.2899)  -0.410
H (-0.7741, -5.0634, 0.6306)  0.700
H (-1.3797, -3.5013, 0.0409)  -0.191
H (-2.3507, -3.9204, 2.1789)  0.397
H (-1.1769, -2.6481, 2.4293)  -0.063
H (0.4482, -4.2924, 3.3430)  0.183
H (-0.6521, -5.6133, 2.9773)  0.408
H (-1.2551, -3.3219, 4.9182)  0.213
H (-0.7633, -4.9443, 5.4043)  0.381
H (-2.3201, -4.6884, 4.6056)  0.416
Se (1.9943, -0.1096, -1.6943)  0.428
N (1.8033, 1.5507, -1.1179)  0.245
C (2.8948, 2.2169, -1.4945)  0.551
C (3.1353, 3.6036, -1.2664)  -0.102
C (4.2928, 4.1554, -1.7113)  -0.701
C (5.2783, 3.3836, -2.3972)  -0.487
C (5.0856, 2.0636, -2.6431)  -0.863
C (3.8813, 1.4468, -2.1968)  0.497
N (3.5897, 0.1640, -2.3792)  -0.840
H (2.3913, 4.1995, -0.7596)  0.228
H (4.4751, 5.2097, -1.5450)  0.434
H (6.1906, 3.8682, -2.7237)  0.352
H (5.8178, 1.4598, -3.1628)  0.458
Cl (-1.0085, -0.4033, 0.6297)  0.337
C (-1.8260, -0.6859, -0.9237)  0.450
C (-1.1145, -0.4448, -2.0763)  -1.442
C (-1.8161, -0.6698, -3.2368)  0.682
Cl (-0.9773, -0.4248, -4.7817)  -0.288
C (-3.1423, -1.0815, -3.2894)  0.206
Cl (-3.9920, -1.2743, -4.7929)  -0.260
C (-3.8093, -1.3277, -2.0941)  -0.336
Cl (-5.4739, -1.7984, -2.1012)  -0.249
C (-3.1420, -1.1332, -0.8864)  -0.002
Cl (-3.9820, -1.4083, 0.6075)  -0.240

Which formula does entry 1 have?
C44H44N3OPS4SbTa

Look up the strongest force on any atom of the first one.
3.2 eV/Å